# C4H9N2

2 unconnected molecules or ions with the total composition C4H9N2 (ωB97M-V/def2-TZVPD, OMol25).

The geometry in XYZ format:
```
15
Properties=species:S:1:pos:R:3:nbo_charge:R:1
C -1.349 -0.801 0.470 -0.413
C 0.244 2.188 -0.470 -0.433
C -1.464 -1.859 -0.201 0.476
C 1.891 1.027 0.766 -0.448
N -1.413 -2.862 -0.980 -0.650
N 0.583 1.194 0.217 -0.242
H -2.015 -0.443 1.234 0.310
H -0.474 -0.018 0.336 0.324
H -0.763 2.234 -0.855 0.222
H 0.912 3.015 -0.704 0.266
H 2.599 1.774 0.400 0.261
H 1.831 1.094 1.854 0.212
H 2.247 0.024 0.521 0.207
H -1.860 -2.838 -1.891 0.454
H -0.967 -3.728 -0.696 0.453
```

Summary:
<S²> = 2.01
ΔE to the lowest compared entry with this formula, charge and spin = 325.9 kJ/mol
Kohn-Sham gap (alpha / beta) = 4.179 / 7.313 eV
Spin multiplicity = 3
LUMO level (alpha / beta) = -4.722 / -6.899 eV
Total charge = +1

***

# C5H11O3

2 unconnected molecules or ions with the total composition C5H11O3 (ωB97M-V/def2-TZVPD, OMol25).

The geometry in XYZ format:
```
19
Properties=species:S:1:pos:R:3:nbo_charge:R:1
C -0.603 -1.165 0.482 -0.523
C -1.258 -2.490 0.972 -0.589
C -1.505 -0.487 -0.533 0.716
O -2.700 -0.718 -0.651 -0.535
O -0.899 0.248 -1.392 -0.197
H -0.399 -0.542 1.377 0.234
H 0.334 -1.335 -0.035 0.230
H -0.558 -2.996 1.593 0.213
H -1.431 -3.053 0.054 0.216
H -2.150 -2.357 1.549 0.225
C 1.655 1.431 -0.143 -0.068
C 2.945 0.651 0.079 -0.633
O 1.599 2.540 0.766 -0.715
H 1.667 1.904 -1.133 0.172
H 0.746 0.871 -0.141 0.162
H 2.999 0.392 1.132 0.205
H 0.957 2.269 1.422 0.461
H 3.811 1.290 -0.151 0.221
H 2.974 -0.256 -0.517 0.206
```

Summary:
<S²> = 0.75
ΔE to the lowest compared entry with this formula, charge and spin = 83.8 kJ/mol
Kohn-Sham gap (alpha / beta) = 11.085 / 7.257 eV
Spin multiplicity = 2
LUMO level (alpha / beta) = 0.559 / -3.266 eV

***

# C54H138N8O27

16 unconnected molecules or ions with the total composition C54H138N8O27 (ωB97M-V/def2-TZVPD, OMol25).

The geometry in XYZ format:
```
227
Properties=species:S:1:pos:R:3:lowdin_charge:R:1
O 4.279 -0.538 2.869 0.259
H 3.330 -0.499 2.649 0.083
H 4.790 0.283 2.769 0.082
H 4.511 -1.065 3.639 0.161
O 0.809 0.533 -4.110 0.191
H 1.654 0.046 -4.219 0.070
H 0.184 0.517 -4.853 0.089
H 0.387 0.212 -3.290 0.058
C 1.162 0.177 -0.841 -0.034
C 1.820 -0.125 0.338 -0.321
C 1.133 -0.988 1.425 -0.327
O 1.702 -1.326 2.525 -0.078
C -0.136 -1.419 1.223 0.014
C -0.941 -1.089 0.047 -0.236
C -0.204 -0.193 -1.048 -0.291
O -0.795 0.062 -2.119 -0.050
O -2.083 -1.489 -0.260 -0.037
O 3.051 0.214 0.322 -0.044
H 1.707 0.780 -1.553 0.099
H -0.631 -2.034 1.960 0.099
O -4.595 -0.240 -0.491 -0.053
H -5.025 -0.085 0.352 0.038
H -3.708 -0.538 -0.261 -0.001
O -3.129 1.494 -2.264 -0.065
H -3.870 0.959 -1.967 0.003
H -2.346 0.973 -2.058 -0.016
O 5.975 -0.694 -0.040 -0.055
H 6.575 0.002 -0.315 0.030
H 5.115 -0.268 0.009 -0.012
O 1.785 -2.893 4.752 -0.049
H 1.462 -2.416 3.980 -0.022
H 2.660 -2.534 4.906 0.013
O -3.225 -3.581 -1.438 -0.060
H -3.934 -3.149 -1.918 0.036
H -2.759 -2.862 -0.993 -0.021
C 1.045 -4.741 0.217 -0.094
O 0.244 -5.648 0.945 -0.197
C 0.958 -6.521 1.778 -0.220
C 1.514 -5.810 3.060 -0.180
N 0.461 -5.570 4.074 -0.035
C -0.624 -4.673 3.685 -0.206
C -1.606 -4.505 4.831 -0.189
O -0.893 -4.026 6.002 -0.178
C -1.724 -3.750 7.101 -0.124
H 1.877 -5.206 -0.316 0.075
H 1.420 -3.933 0.848 0.076
H 0.381 -4.327 -0.542 0.089
H 1.790 -7.019 1.271 0.109
H 0.363 -7.365 2.132 0.117
H 2.015 -4.880 2.791 0.097
H 2.246 -6.517 3.454 0.108
H -0.005 -6.470 4.050 0.094
H -1.136 -5.024 2.787 0.093
H -0.243 -3.689 3.405 0.094
H -2.093 -5.464 5.025 0.122
H -2.435 -3.835 4.600 0.092
H -2.490 -2.998 6.901 0.057
H -1.101 -3.308 7.879 0.091
H -2.249 -4.633 7.473 0.083
C 5.031 -3.813 -2.256 -0.067
O 4.304 -3.882 -3.492 -0.186
C 2.951 -3.561 -3.388 -0.227
C 2.523 -2.133 -3.076 -0.158
N 2.771 -1.264 -4.245 -0.069
C 4.153 -0.727 -4.298 -0.154
C 4.380 0.120 -5.564 -0.210
O 3.721 1.389 -5.475 -0.201
C 4.122 2.303 -6.499 -0.092
H 5.160 -2.808 -1.851 0.071
H 6.017 -4.262 -2.362 0.091
H 4.449 -4.413 -1.553 0.083
H 2.598 -4.207 -2.578 0.108
H 2.408 -3.764 -4.310 0.111
H 3.008 -1.663 -2.219 0.117
H 1.462 -2.080 -2.828 0.113
H 2.477 -1.661 -5.127 0.127
H 4.823 -1.586 -4.340 0.118
H 4.369 0.002 -3.517 0.128
H 4.081 -0.491 -6.419 0.124
H 5.469 0.193 -5.599 0.122
H 3.692 3.290 -6.324 0.079
H 3.812 1.925 -7.474 0.089
H 5.186 2.544 -6.488 0.088
C -0.368 -4.424 -5.281 -0.128
O -0.810 -3.120 -5.439 -0.192
C -1.718 -2.671 -4.392 -0.189
C -2.397 -1.386 -4.811 -0.186
N -1.491 -0.286 -5.224 -0.049
C -2.389 0.828 -5.615 -0.188
C -1.648 2.097 -5.892 -0.214
O -0.670 1.799 -6.902 -0.163
C 0.404 2.698 -6.778 -0.122
H 0.036 -4.865 -6.192 0.092
H -1.221 -5.074 -5.071 0.088
H 0.304 -4.424 -4.422 0.073
H -1.305 -2.458 -3.403 0.110
H -2.499 -3.420 -4.247 0.115
H -3.151 -1.120 -4.070 0.124
H -3.000 -1.656 -5.683 0.119
H -0.959 -0.586 -6.031 0.111
H -3.077 1.002 -4.788 0.109
H -2.911 0.513 -6.521 0.125
H -1.259 2.498 -4.953 0.111
H -2.290 2.939 -6.159 0.131
H 1.043 2.761 -7.660 0.087
H 1.023 2.499 -5.902 0.071
H 0.088 3.744 -6.752 0.079
C -7.840 -7.129 -0.993 -0.127
O -8.100 -6.156 -0.030 -0.188
C -7.891 -4.839 -0.467 -0.232
C -7.837 -3.922 0.806 -0.172
N -6.602 -4.130 1.578 -0.047
C -5.464 -3.460 0.962 -0.216
C -4.269 -3.472 1.934 -0.166
O -3.783 -4.799 2.369 -0.214
C -3.370 -5.646 1.267 -0.099
H -6.775 -7.214 -1.217 0.089
H -8.414 -6.997 -1.913 0.084
H -8.246 -8.056 -0.588 0.089
H -8.687 -4.610 -1.181 0.113
H -7.043 -4.662 -1.134 0.110
H -8.718 -4.177 1.395 0.109
H -7.935 -2.873 0.526 0.109
H -6.402 -5.101 1.772 0.106
H -5.717 -2.433 0.700 0.106
H -5.053 -3.979 0.095 0.079
H -4.437 -2.900 2.847 0.107
H -3.340 -3.080 1.514 0.098
H -2.572 -5.204 0.667 0.068
H -4.151 -5.926 0.560 0.078
H -2.850 -6.498 1.705 0.083
C 2.101 2.523 3.580 -0.077
O 3.245 2.068 2.886 -0.223
C 4.107 3.079 2.432 -0.189
C 5.489 2.464 1.942 -0.148
N 6.091 1.669 3.041 -0.072
C 7.417 1.081 2.682 -0.149
C 8.563 2.139 2.607 -0.190
O 8.555 2.793 1.329 -0.223
C 9.311 3.971 1.308 -0.120
H 1.398 1.711 3.761 0.093
H 1.596 3.243 2.931 0.073
H 2.336 3.109 4.470 0.092
H 4.287 3.853 3.181 0.120
H 3.577 3.546 1.599 0.119
H 6.177 3.260 1.655 0.109
H 5.234 1.889 1.051 0.105
H 6.162 2.243 3.870 0.119
H 7.334 0.519 1.752 0.100
H 7.714 0.402 3.482 0.114
H 9.592 1.795 2.728 0.119
H 8.419 2.891 3.387 0.116
H 9.473 4.290 0.279 0.092
H 10.277 3.682 1.729 0.085
H 8.877 4.793 1.880 0.089
C -1.714 4.080 -1.425 -0.088
O -0.643 4.504 -0.593 -0.206
C 0.206 3.501 -0.090 -0.209
C -0.455 2.677 1.022 -0.207
N -1.004 3.553 2.049 -0.032
C -1.830 2.794 2.974 -0.184
C -3.293 2.634 2.455 -0.202
O -3.625 3.850 1.802 -0.200
C -5.003 3.933 1.517 -0.103
H -2.513 3.704 -0.785 0.075
H -1.382 3.389 -2.200 0.070
H -2.132 4.941 -1.948 0.090
H 1.084 4.004 0.317 0.118
H 0.564 2.919 -0.942 0.096
H 0.215 1.924 1.440 0.098
H -1.184 2.013 0.546 0.111
H -1.626 4.202 1.586 0.089
H -1.833 3.280 3.951 0.113
H -1.400 1.811 3.169 0.094
H -3.944 2.412 3.303 0.111
H -3.342 1.753 1.810 0.108
H -5.211 4.882 1.023 0.090
H -5.665 3.847 2.380 0.086
H -5.253 3.123 0.829 0.085
C -1.922 3.815 10.433 -0.109
O -2.520 2.575 10.111 -0.191
C -3.860 2.599 9.737 -0.244
C -4.220 1.182 9.252 -0.212
N -3.499 0.858 7.999 -0.036
C -4.145 -0.290 7.334 -0.193
C -3.663 -0.407 5.872 -0.217
O -2.277 -0.706 5.742 -0.186
C -1.910 -0.905 4.393 -0.104
H -0.837 3.726 10.440 0.087
H -2.315 4.233 11.362 0.080
H -2.205 4.627 9.758 0.081
H -4.095 3.184 8.846 0.122
H -4.425 2.892 10.625 0.122
H -5.307 1.231 9.175 0.113
H -3.988 0.404 9.982 0.117
H -2.605 0.510 8.317 0.108
H -5.223 -0.145 7.263 0.115
H -3.968 -1.253 7.817 0.111
H -3.872 0.459 5.240 0.108
H -4.191 -1.243 5.407 0.114
H -2.253 -1.884 4.055 0.065
H -0.837 -0.766 4.265 0.091
H -2.356 -0.199 3.687 0.069
C 2.964 3.204 -2.941 -0.112
O 2.580 4.337 -3.698 -0.176
C 1.194 4.705 -3.467 -0.188
C 0.891 6.049 -4.127 -0.167
N 1.267 6.034 -5.558 -0.072
C 1.408 7.323 -6.123 -0.239
C 1.792 7.300 -7.604 -0.171
O 3.020 6.515 -7.719 -0.217
C 3.403 6.157 -9.014 -0.126
H 2.393 2.333 -3.262 0.061
H 2.848 3.378 -1.869 0.080
H 4.024 2.958 -3.019 0.087
H 0.996 4.732 -2.394 0.100
H 0.423 3.998 -3.785 0.102
H 1.395 6.863 -3.602 0.116
H -0.190 6.178 -4.045 0.117
H 2.078 5.464 -5.757 0.094
H 2.157 7.891 -5.564 0.119
H 0.412 7.750 -5.987 0.124
H 1.847 8.281 -8.077 0.118
H 1.027 6.749 -8.157 0.113
H 4.346 5.624 -8.895 0.086
H 3.650 7.002 -9.661 0.084
H 2.593 5.546 -9.416 0.087
```

Summary:
Kohn-Sham gap = 7.439 eV
LUMO level = -0.228 eV

***

# C2H3Cl2OP

A single C2H3Cl2OP molecule (ωB97M-V/def2-TZVPD, OMol25).

The geometry in XYZ format:
```
9
Properties=species:S:1:pos:R:3:nbo_charge:R:1
C 1.893 -0.673 0.108 0.262
C -1.930 -0.358 -0.633 -0.490
O 2.400 -1.304 -0.775 -0.505
P -0.054 0.193 0.077 0.322
Cl -2.417 -1.783 0.263 0.000
Cl -2.804 1.115 -0.237 0.034
H -1.968 -0.691 -1.729 0.251
H 2.507 -0.202 1.082 0.150
H -0.270 -0.587 1.232 -0.023
```

Summary:
ΔE to the lowest compared entry with this formula, charge and spin = 387.0 kJ/mol
Kohn-Sham gap = 8.506 eV
SMILES string = O=CPC(Cl)Cl
LUMO level = -0.490 eV

***

# C6H8BrN3O2S

A single C6H8BrN3O2S molecule (ωB97M-V/def2-TZVPD, OMol25).

The geometry in XYZ format:
```
21
Properties=species:S:1:pos:R:3:nbo_charge:R:1
C -1.997 -1.429 -0.347 -0.231
C -1.013 -1.154 0.783 -0.289
C 0.710 -0.202 2.104 0.648
C 1.527 1.114 -0.823 0.787
C -2.637 -0.154 -0.713 -0.295
C 0.029 -0.312 0.703 0.136
N 1.865 0.490 2.312 -0.805
N 1.463 1.410 -2.133 -0.850
N 0.464 0.358 -0.453 -0.658
O 0.176 -0.852 2.973 -0.613
O 2.565 1.331 -0.204 -0.662
S -2.285 0.684 -2.029 0.077
Br -1.078 -2.518 -2.060 -0.126
H -2.800 -2.149 0.052 0.262
H -1.102 -1.841 1.729 0.302
H -3.360 0.268 -0.087 0.225
H 2.207 1.097 1.609 0.423
H 2.396 0.460 3.154 0.406
H 0.822 1.087 -2.922 0.425
H 2.230 2.086 -2.352 0.417
H -0.184 0.228 -1.295 0.420
```

Summary:
ΔE to the lowest compared entry with this formula, charge and spin = 34.0 kJ/mol
Kohn-Sham gap = 8.034 eV
SMILES string = NC(=O)N/C(=C\[C@H](Br)C=S)C(N)=O
LUMO level = -1.153 eV

***

# C3H4FN

2 unconnected molecules or ions with the total composition C3H4FN (ωB97M-V/def2-TZVPD, OMol25).

The geometry in XYZ format:
```
9
Properties=species:S:1:pos:R:3:nbo_charge:R:1
C -0.371 -1.172 -1.562 -0.383
C 0.638 1.276 0.890 -0.005
C 1.514 -0.703 0.040 0.541
N 1.336 0.347 0.546 -0.377
F 2.786 -1.248 -0.175 -0.339
H -0.215 -0.180 -1.918 0.064
H 0.439 -1.768 -2.140 0.102
H 0.450 2.057 0.213 0.200
H 0.296 1.190 1.870 0.197
```

Summary:
ΔE to the lowest compared entry with this formula, charge and spin = 682.6 kJ/mol
Kohn-Sham gap = 7.760 eV
LUMO level = -0.752 eV

***

# C35H54BrGeN3O5S2SiV

A molecular structure, C35H54BrGeN3O5S2SiV (ωB97M-V/def2-TZVPD, OMol25).

The geometry in XYZ format:
```
103
Properties=species:S:1:pos:R:3:mulliken_spin:R:1
V -0.423 -0.448 -0.059 1.720
O 3.255 -2.890 3.215 -0.001
C 2.322 -3.807 2.823 0.000
C 2.445 -5.083 3.359 0.000
C 1.521 -6.062 3.039 0.000
C 0.464 -5.779 2.180 0.000
C 0.348 -4.506 1.645 -0.002
C 1.273 -3.511 1.947 0.001
C 1.055 -2.118 1.421 0.036
O 0.159 -2.060 0.337 -0.065
N 2.323 -1.494 1.012 -0.006
N 2.011 -0.326 0.336 0.012
C 2.898 0.217 -0.378 0.034
C 2.604 1.417 -1.188 -0.016
Br 0.786 1.669 -1.620 -0.010
C 3.502 2.223 -1.731 0.005
C 4.956 2.185 -1.458 0.000
C 5.842 2.454 -2.500 0.001
C 7.211 2.406 -2.290 -0.001
C 7.710 2.110 -1.027 0.001
C 6.836 1.875 0.024 -0.001
C 5.464 1.917 -0.189 0.001
H 3.110 -2.060 2.736 -0.001
H 3.270 -5.281 4.032 0.000
H 1.625 -7.051 3.468 0.000
H -0.266 -6.539 1.936 0.000
H -0.470 -4.259 0.983 0.002
H 0.673 -1.494 2.235 -0.015
H 2.902 -2.126 0.464 -0.002
H 3.903 -0.196 -0.455 0.002
H 3.159 2.962 -2.447 0.000
H 5.452 2.686 -3.485 0.000
H 7.888 2.602 -3.111 0.000
H 8.779 2.078 -0.861 0.000
H 7.219 1.674 1.016 0.000
H 4.785 1.781 0.645 0.000
C -3.598 -3.618 0.773 0.004
C -4.715 -2.700 0.289 -0.005
C -4.485 -2.295 -1.156 0.031
C -6.071 -3.368 0.445 0.000
O -4.767 -1.507 1.083 0.000
Si -3.807 -0.797 2.192 0.010
S -1.969 0.017 1.539 -0.029
O -3.582 -1.887 3.389 0.006
C -2.806 -1.894 4.598 0.001
C -1.438 -2.476 4.285 -0.007
C -3.563 -2.793 5.559 0.000
C -2.676 -0.486 5.170 -0.001
O -4.674 0.426 2.847 0.001
C -5.075 1.718 2.384 0.002
C -6.346 2.048 3.152 -0.001
C -3.976 2.719 2.711 0.000
C -5.342 1.681 0.884 -0.003
H -3.579 -4.528 0.169 -0.001
H -3.741 -3.887 1.820 0.000
H -2.629 -3.116 0.679 -0.004
H -4.523 -3.171 -1.811 0.001
H -3.512 -1.818 -1.256 -0.015
H -5.252 -1.585 -1.473 0.001
H -6.123 -4.276 -0.161 0.000
H -6.861 -2.686 0.124 0.000
H -6.244 -3.631 1.490 0.000
H -1.536 -3.496 3.906 0.000
H -0.809 -2.496 5.180 0.000
H -0.952 -1.868 3.523 0.000
H -3.670 -3.792 5.132 0.000
H -4.559 -2.388 5.749 0.000
H -3.028 -2.874 6.509 0.000
H -2.125 0.163 4.483 0.002
H -2.138 -0.523 6.120 0.000
H -3.661 -0.046 5.335 0.000
H -6.143 2.055 4.224 0.000
H -7.113 1.298 2.950 0.000
H -6.727 3.030 2.860 0.000
H -3.751 2.690 3.780 0.000
H -4.300 3.730 2.449 0.000
H -3.061 2.483 2.163 0.003
H -6.081 0.914 0.646 0.000
H -4.425 1.451 0.334 0.001
H -5.717 2.651 0.547 0.000
S -0.230 4.006 3.144 0.001
C 0.564 2.684 3.875 0.000
C 0.853 1.754 2.933 0.005
N 0.468 2.068 1.648 0.005
C -0.106 3.233 1.626 -0.001
H 0.756 2.651 4.935 0.000
H 1.345 0.810 3.123 -0.002
H -0.509 3.688 0.731 0.000
C -1.864 -2.201 -4.395 -0.005
Ge -0.786 -2.174 -2.776 0.013
C -0.844 -3.960 -2.008 -0.017
C 1.079 -1.820 -3.279 -0.034
C -1.357 -0.735 -1.595 -0.694
H -1.546 -3.028 -5.035 0.000
H -1.763 -1.267 -4.953 0.000
H -2.918 -2.342 -4.144 0.000
H -0.850 -4.691 -2.820 0.001
H -1.746 -4.097 -1.410 0.002
H 0.024 -4.138 -1.374 0.000
H 1.512 -2.660 -3.829 0.001
H 1.669 -1.662 -2.372 0.008
H 1.149 -0.922 -3.897 -0.002
H -2.076 -0.039 -2.042 0.026
```

Summary:
<S²> = 1.07
Kohn-Sham gap (alpha / beta) = 6.927 / 6.871 eV
Spin multiplicity = 2
LUMO level (alpha / beta) = -0.701 / -0.714 eV

***

# CH2FO2S

A gas-phase ion, CH2FO2S (charge -1) (ωB97M-V/def2-TZVPD, OMol25).

The geometry in XYZ format:
```
7
Properties=species:S:1:pos:R:3:nbo_charge:R:1
C 0.869 0.686 -0.216 -1.062
O -1.295 0.555 1.208 -0.945
O -1.427 -0.155 -1.172 -0.944
F -0.323 -1.895 0.640 -0.695
S -0.601 0.014 0.052 2.223
H 1.141 0.238 -1.151 0.205
H 1.637 0.557 0.639 0.219
```

Summary:
ΔE to the lowest compared entry with this formula, charge and spin = 14.3 kJ/mol
Kohn-Sham gap = 8.736 eV
SMILES string = C=[S@@](=O)([O-])F
LUMO level = 4.318 eV
Total charge = -1

***

# C2H6O

A single C2H6O molecule (ωB97M-V/def2-TZVPD, OMol25).

The geometry in XYZ format:
```
9
Properties=species:S:1:pos:R:3:nbo_charge:R:1
C 0.492 0.830 0.150 -0.642
C -0.058 -0.369 -0.483 -0.091
H 0.928 1.719 -0.502 0.229
H 1.166 0.666 0.947 0.209
H -0.733 1.129 0.509 0.220
H -0.928 -0.218 -1.229 0.209
H 0.771 -1.191 -0.863 0.152
H -0.648 -1.525 1.089 0.463
O -0.989 -1.041 0.381 -0.749
```

Summary:
ΔE to the lowest compared entry with this formula, charge and spin = 178.6 kJ/mol
Kohn-Sham gap = 11.583 eV
SMILES string = CCO
LUMO level = 1.059 eV

***

Question: Number 2 is which compound?
Answer: C5H11O3